The following is a quantum chemistry calculation of a molecular structure, C10H8IN2NaO4S4, from OMol25.

Computed properties:
ΔE to the lowest compared entry with this formula, charge and spin ... 18.9 kJ/mol
LUMO ... 3.709 eV
Charge ... -2
Orbital gap ... 4.089 eV
Spin multiplicity ... 1

Element x y z (Å)
I1 4.7276 -1.3613 -0.8988
S1 -2.0993 1.9899 -0.1220
S2 0.7362 2.3487 0.8514
S3 -1.2357 4.5729 1.0805
S4 0.8394 -5.0539 2.6838
Na1 -0.2372 0.0890 -0.1880
O1 1.2330 -1.0565 -1.8572
O2 0.3258 -6.3015 2.1662
O3 0.0503 -1.9627 0.8976
O4 2.0166 -5.1468 3.5135
N1 1.0087 -3.9533 1.5166
N2 1.6560 -3.2358 -1.3501
C1 -0.7181 -3.0475 2.8843
C2 1.7964 -1.8927 -1.1708
C3 -2.3568 -2.4795 4.5036
C4 -0.4483 -4.2097 3.5722
C5 0.1510 -2.9264 1.6592
C6 -1.1153 -4.5487 4.7317
C7 -1.6746 -2.1562 3.3367
C8 -2.0823 -3.6608 5.1907
C9 2.7572 -1.4921 -0.0725
C10 -0.8656 2.9867 0.6101
H1 -3.1083 -1.8015 4.8880
H2 0.8876 -3.4730 -1.9590
H3 -0.8908 -5.4651 5.2618
H4 1.6997 -3.7839 -0.4937
H5 -2.6276 -3.8872 6.0992
H6 2.5140 -0.4973 0.2889
H7 -1.8665 -1.2383 2.7945
H8 2.8049 -2.2201 0.7305

=====

The following is a quantum chemistry calculation of a molecular structure, C21H19AsF6N4O2RuSbSe4 at a distorted geometry, from OMol25.

Computed properties:
LUMO ... 0.551 eV
Charge ... -1
Orbital gap ... 4.738 eV
Spin multiplicity ... 1

Element x y z (Å)
Sb1 4.5547 1.4401 -0.2888
Ru1 0.5500 -0.6779 -0.6836
Se1 6.5023 0.6657 -1.4351
Se2 3.7455 3.3417 -1.7464
Se3 2.8247 -0.3781 -0.8590
Se4 4.4916 1.7397 2.1113
As1 0.7752 -2.2292 -3.6830
F1 1.1529 -2.7190 -2.0187
F2 0.2264 -1.6351 -5.2048
F3 0.0904 -0.7596 -2.8482
F4 1.4403 -3.6616 -4.3484
F5 -0.7855 -2.9969 -3.4800
F6 2.2724 -1.3807 -3.8166
O1 -2.9166 -4.9683 4.4547
O2 -4.1066 -4.9242 2.6620
N1 -1.2419 -1.7546 -0.3064
N2 0.7260 -1.0182 1.3087
N3 1.7339 3.7208 -1.3045
N4 -3.1378 -4.5988 3.3211
C1 1.7761 -0.9873 3.4713
C2 -0.3405 1.1058 -0.3753
C3 -1.2601 -2.3116 0.9287
C4 1.0090 2.5685 -1.9619
C5 -0.1335 -2.3635 3.1196
C6 -2.3497 3.1366 -0.3740
C7 -3.2598 -3.5267 0.3960
C8 -3.2240 -2.9394 -0.8415
C9 -0.1926 -1.8934 1.8053
C10 -1.1398 -3.2831 3.5516
C11 -2.2637 -3.1971 1.3454
C12 1.4868 3.8358 0.1437
C13 0.8948 -1.9049 3.9696
C14 -2.3989 2.0966 0.5522
C15 -1.4258 1.1183 0.5228
C16 1.6573 -0.5609 2.1414
C17 -1.2661 3.1862 -1.2240
C18 1.4880 5.0127 -1.9573
C19 -2.1379 -3.6640 2.7082
C20 -2.2052 -2.0379 -1.1603
C21 -0.2402 2.2350 -1.1962
H1 -1.5342 0.2956 1.2233
H2 -3.9724 -3.1727 -1.5843
H3 -3.2153 2.0242 1.2573
H4 -3.1205 3.8926 -0.4158
H5 2.5824 -0.5804 4.0616
H6 1.5885 2.8613 0.6239
H7 -4.0386 -4.2214 0.6453
H8 -1.1896 4.0116 -1.9231
H9 1.6898 1.7095 -2.0407
H10 2.1478 5.7642 -1.5284
H11 0.9671 -2.2651 4.9851
H12 -1.1137 -3.6616 4.5610
H13 0.7615 2.9003 -2.9704
H14 2.2316 4.5030 0.5787
H15 0.4594 5.3396 -1.8071
H16 0.4838 4.2165 0.3303
H17 2.3621 0.1653 1.7533
H18 1.6863 4.9374 -3.0239
H19 -2.1485 -1.5515 -2.1257